Entry 1:
Entry from OMol25: a 2-piece molecular cluster, C4H14N2O overall (ωB97M-V with the def2-TZVPD basis set).

E_tot (Eh): -344.84093
Orbital gap (eV): 8.06
Molecular weight (g/mol): 106.17

The geometry in ORCA input format:
```
! RIJCOSX wB97M-V def2-TZVPD def2/J DEFGRID3
* xyz 2 1
H -0.376 -0.245 3.255
H 0.395 1.253 -3.194
H -0.312 1.916 0.234
C -0.854 0.978 0.033
H 2.257 -2.257 1.177
H 0.614 -0.629 1.943
C -0.443 -0.305 -2.007
C -1.257 0.395 1.431
H 0.489 0.890 2.455
H 2.732 -1.523 2.343
H 0.815 -0.495 -0.336
C 0.004 0.087 -0.786
N -0.098 0.065 2.320
H -1.915 1.145 1.885
H -1.729 1.234 -0.581
H -1.434 -0.710 -2.230
N 0.221 0.253 -3.323
H -1.847 -0.501 1.264
H -0.453 0.065 -4.068
O 2.053 -1.433 1.653
H 1.136 -0.185 -3.467
*
```

=====

Entry 2:
Entry from OMol25: a 2-piece molecular cluster, C4H14N2O2 overall (ωB97M-V with the def2-TZVPD basis set).

E_tot (Eh): -420.77435
Orbital gap (eV): 9.79
SMILES: C[C@@H](CO)NCN.O
Molecular weight (g/mol): 122.17

The geometry in ORCA input format:
```
! RIJCOSX wB97M-V def2-TZVPD def2/J DEFGRID3
* xyz 0 1
H -0.569 1.708 -0.291
H 0.421 1.678 1.156
H 1.360 0.262 -1.222
H 2.445 -0.930 1.129
C -0.381 1.162 0.632
H -2.982 -1.337 -0.262
C 0.024 -0.274 0.305
H -4.338 1.356 0.403
H -0.848 -1.963 -0.780
O -4.161 1.094 -0.504
H 4.451 -0.045 -0.106
H 2.600 0.818 0.814
H -3.371 0.522 -0.475
H 3.711 -1.393 -0.718
N 3.608 -0.406 -0.529
C 2.476 -0.173 0.365
N 1.265 -0.356 -0.424
C -1.074 -0.922 -0.536
O -2.305 -0.808 0.167
H 0.071 -0.881 1.210
H -1.093 -0.413 -1.512
H -1.311 1.300 1.180
*
```

=====

Entry 3:
Entry from OMol25: a 2-piece molecular cluster, C4H14N2O2 overall (ωB97M-V with the def2-TZVPD basis set).

E_tot (Eh): -420.68556
Orbital gap (eV): 9.19
SMILES: NCCNCCO.O
Molecular weight (g/mol): 122.17

The geometry in ORCA input format:
```
! RIJCOSX wB97M-V def2-TZVPD def2/J DEFGRID3
* xyz 0 1
H 1.659 -0.944 1.484
O 2.618 -0.621 -0.070
H -1.052 1.376 -2.436
C 1.879 -0.003 0.934
H 0.854 -2.579 0.751
C -1.771 0.764 0.555
H -1.825 2.911 -0.662
H 2.537 0.702 1.496
O 0.697 -3.580 0.546
H -3.315 1.786 -0.616
C 0.740 0.877 0.433
H -0.480 -0.642 -0.298
H 1.645 -3.672 0.366
C -2.160 1.784 -0.631
H -1.811 1.334 1.480
N -0.503 0.144 0.394
N -1.767 1.117 -1.891
H 2.429 -0.318 -1.003
H -2.457 1.257 -2.730
H -2.391 -0.009 0.680
H 0.482 1.731 0.971
H 0.968 1.302 -0.556
*
```

=====

Entry 4:
Entry from OMol25: a 2-piece molecular cluster, C4H14N2O2 overall (ωB97M-V with the def2-TZVPD basis set).

E_tot (Eh): -420.70214
Orbital gap (eV): 9.10
SMILES: NCCNCCO.O
Molecular weight (g/mol): 122.17

The geometry in ORCA input format:
```
! RIJCOSX wB97M-V def2-TZVPD def2/J DEFGRID3
* xyz 0 1
H 1.686 1.272 1.735
H -0.199 -1.226 2.522
H -3.010 0.883 -0.727
H -2.127 0.123 -2.573
H 2.686 0.960 -0.372
O 2.298 0.572 1.727
H -0.696 1.803 -1.081
C -0.462 0.751 -1.323
H -1.108 -1.273 -1.635
H 0.208 1.175 -2.081
H 3.349 -0.540 0.618
N 0.331 0.386 -0.117
H -0.360 0.251 0.564
C -1.561 -0.183 -1.677
H -2.467 -0.495 0.128
H 1.501 -1.220 -1.100
H 1.168 -1.596 0.579
C 1.328 -0.712 -0.129
C 2.506 0.150 0.337
O -0.998 -0.657 2.227
H -1.442 -0.358 3.074
N -2.633 -0.068 -0.694
*
```

=====

Entry 5:
Entry from OMol25: a 2-piece molecular cluster, C4H14N2O2 overall (ωB97M-V with the def2-TZVPD basis set).

E_tot (Eh): -420.72811
Orbital gap (eV): 9.28
SMILES: CN[C@@H](CN)CO.O
Molecular weight (g/mol): 122.17

The geometry in ORCA input format:
```
! RIJCOSX wB97M-V def2-TZVPD def2/J DEFGRID3
* xyz 0 1
H -0.196 -2.413 0.594
H 1.326 -1.688 -0.969
H 0.325 0.799 1.943
H 1.204 0.526 -3.258
O 1.162 0.490 -2.292
C -0.518 -1.734 -0.180
C 0.642 -0.083 1.335
H 2.326 1.076 0.805
H -1.862 2.438 1.021
C -0.339 -0.265 0.179
O 0.431 -1.922 -1.258
N -1.676 0.292 0.606
H -1.035 2.030 -0.490
H 0.595 -0.803 2.167
H -2.796 1.821 -0.268
C -1.824 1.713 0.182
N 1.999 0.126 0.762
H -1.543 -1.944 -0.502
H 2.651 -0.584 1.052
H 0.909 -0.464 -2.338
H -1.808 0.264 1.608
H 0.027 0.327 -0.697
*
```

=====

Entry 6:
Entry from OMol25: a 3-piece molecular cluster, C4H14N2O2 overall (ωB97M-V with the def2-TZVPD basis set).

E_tot (Eh): -420.64905
Orbital gap (eV): 9.11
SMILES: C=NCCCN.O.O
Molecular weight (g/mol): 122.17

The geometry in ORCA input format:
```
! RIJCOSX wB97M-V def2-TZVPD def2/J DEFGRID3
* xyz 0 1
H -0.654 0.344 0.736
H -1.099 2.734 -1.262
N 2.019 0.933 0.876
C 2.500 -0.209 1.386
C -0.187 1.306 0.263
H 2.882 -0.116 2.343
C 1.277 1.083 -0.339
H 1.735 1.975 -0.951
C -1.233 1.728 -0.754
H -0.142 -2.037 1.926
H -2.212 0.991 -2.475
H -1.164 -1.230 1.684
H 0.929 0.265 -1.111
H -2.257 1.933 -0.355
H 2.615 -1.290 0.912
H -0.089 1.951 1.190
N -1.292 0.970 -2.018
H -0.181 -2.878 -0.980
O -0.792 -3.664 -0.584
H -1.052 -0.024 -1.766
O -0.374 -1.525 1.219
H -1.228 -3.240 0.060
*
```

=====

So what do the calculations give for energy above the lowest of the compared OMol25 structures with the same formula, charge and spin? Going down the list: 68.40; 19.30; 75.01; 64.61; 48.32; 97.92 kcal per mole.